Record 1
The following is a DFT calculation (ωB97M-V/def2-TZVPD) of a molecular structure, C22H47CrNO8P2 in a non-equilibrium geometry.

Atoms and positions in Å:
Cr: -0.26 0.29 1.42
C: 0.30 -1.00 -3.30
C: -0.46 -2.09 -2.57
C: 0.05 -3.48 -2.90
O: -0.31 -1.88 -1.15
P: -1.58 -1.80 -0.19
O: -1.01 -1.60 1.21
C: -2.73 -0.66 -0.77
P: -1.01 1.89 -0.07
O: -0.07 2.33 1.09
O: -0.20 2.09 -1.48
C: 0.58 3.27 -1.70
C: 0.34 3.72 -3.13
C: 2.04 2.94 -1.45
O: -2.04 3.17 -0.12
C: -3.04 3.23 -1.14
C: -3.09 4.67 -1.65
C: -4.39 2.80 -0.59
O: -2.05 -3.35 -0.32
C: -3.22 -3.91 0.32
C: -4.46 -3.66 -0.52
C: -3.40 -3.43 1.75
H: 0.12 -1.07 -4.38
H: 1.37 -1.11 -3.10
H: -0.02 -0.03 -2.94
H: -1.53 -2.03 -2.82
H: 1.10 -3.55 -2.62
H: -0.04 -3.67 -3.97
H: -0.51 -4.23 -2.34
H: -3.47 -0.43 -0.01
H: -3.18 -0.94 -1.73
H: 0.26 4.04 -1.00
H: 0.64 2.91 -3.81
H: 0.93 4.61 -3.36
H: -0.71 3.93 -3.30
H: 2.37 2.17 -2.14
H: 2.14 2.56 -0.43
H: 2.67 3.83 -1.57
H: -2.75 2.56 -1.96
H: -3.56 5.31 -0.90
H: -3.67 4.72 -2.57
H: -2.08 5.05 -1.84
H: -4.66 3.44 0.25
H: -4.34 1.77 -0.24
H: -5.15 2.88 -1.37
H: -3.01 -4.99 0.33
H: -4.75 -2.61 -0.47
H: -5.29 -4.27 -0.15
H: -4.27 -3.91 -1.56
H: -3.63 -2.37 1.77
H: -2.48 -3.58 2.32
H: -4.21 -3.99 2.22
O: 1.89 0.05 0.73
C: 2.90 0.00 1.39
C: 3.86 1.14 1.54
C: 4.90 0.95 0.41
C: 5.52 -0.45 0.31
C: 4.57 -1.54 -0.24
C: 3.64 -2.17 0.82
N: 3.37 -1.21 1.90
H: 4.35 1.10 2.52
H: 3.35 2.09 1.43
H: 5.69 1.69 0.56
H: 4.41 1.18 -0.54
H: 5.93 -0.75 1.28
H: 6.38 -0.38 -0.36
H: 5.17 -2.33 -0.71
H: 3.96 -1.09 -1.03
H: 4.08 -3.07 1.26
H: 2.69 -2.44 0.36
H: 4.18 -1.07 2.48
C: -0.79 -1.09 5.28
O: -0.92 -0.68 3.92
C: -0.03 0.09 3.33
C: 1.03 0.66 4.20
H: 0.21 -1.46 5.49
H: -1.52 -1.89 5.42
H: -1.02 -0.27 5.96
H: 0.63 1.02 5.16
H: 1.52 1.48 3.69
H: 1.78 -0.12 4.42

For the LUMO energy (spin up / spin down), the calculation gives 0.21 / -0.17 eV. The spin multiplicity is 5. The value obtained for the HOMO-LUMO gap (spin up / spin down) is 5.93 / 5.58 eV. As for the net charge: 0.

Record 2
The following is a DFT calculation (ωB97M-V/def2-TZVPD) of 12 unconnected molecules or ions with the total composition C59H136N16O12 in a non-equilibrium geometry.

Atoms and positions in Å:
C: 4.90 -1.46 -3.80
C: 5.50 -1.12 -5.20
C: 7.02 -1.08 -5.13
C: 5.29 -2.12 -6.39
C: 3.79 -2.26 -6.78
C: 3.43 -0.86 -7.20
C: 3.57 0.33 -6.23
C: 3.40 1.57 -7.08
C: 2.46 0.17 -5.15
N: 4.92 0.18 -5.65
O: 5.23 1.34 -4.91
H: 3.81 -1.35 -3.75
H: 5.16 -2.50 -3.64
H: 5.35 -0.95 -2.95
H: 7.55 -0.61 -5.96
H: 7.36 -0.49 -4.28
H: 7.31 -2.11 -4.89
H: 5.91 -2.08 -7.29
H: 5.69 -3.08 -6.06
H: 3.80 -3.02 -7.56
H: 3.27 -2.61 -5.88
H: 2.37 -0.93 -7.42
H: 3.95 -0.71 -8.15
H: 2.41 1.53 -7.54
H: 4.20 1.83 -7.78
H: 3.35 2.47 -6.46
H: 2.12 -0.83 -4.88
H: 1.53 0.65 -5.47
H: 2.69 0.72 -4.24
H: 6.01 1.59 -5.40
C: 0.53 1.36 2.67
C: 1.49 1.97 1.54
C: 1.20 3.43 1.24
C: 2.90 1.79 2.13
C: 3.96 1.89 1.04
C: 3.69 0.79 -0.01
C: 2.26 0.90 -0.74
C: 2.26 2.06 -1.75
C: 2.00 -0.41 -1.40
N: 1.28 1.11 0.35
O: -0.08 1.09 -0.04
H: 0.82 1.68 3.67
H: -0.48 1.68 2.41
H: 0.48 0.27 2.78
H: 0.34 3.64 0.60
H: 1.02 4.05 2.11
H: 2.13 3.79 0.78
H: 3.16 2.58 2.83
H: 3.02 0.84 2.65
H: 4.03 2.84 0.50
H: 4.89 1.78 1.60
H: 3.63 -0.12 0.58
H: 4.49 0.70 -0.74
H: 3.04 1.92 -2.50
H: 2.44 3.03 -1.30
H: 1.32 2.27 -2.25
H: 1.17 -0.50 -2.10
H: 1.88 -1.22 -0.69
H: 2.90 -0.56 -2.00
H: -0.19 2.00 -0.31
C: 0.66 -3.85 2.47
C: 2.16 -4.20 2.91
C: 2.91 -4.82 1.67
C: 2.91 -2.88 3.26
C: 2.50 -2.19 4.52
C: 2.66 -3.15 5.64
C: 1.93 -4.54 5.49
C: 2.66 -5.39 6.53
C: 0.41 -4.45 5.75
N: 2.20 -5.07 4.15
O: 1.84 -6.37 4.05
H: 0.07 -4.75 2.24
H: 0.80 -3.34 1.52
H: 0.05 -3.39 3.25
H: 3.93 -4.91 2.04
H: 3.00 -4.02 0.94
H: 2.42 -5.70 1.26
H: 3.95 -3.16 3.48
H: 2.99 -2.25 2.38
H: 1.48 -1.81 4.47
H: 3.05 -1.26 4.66
H: 2.18 -2.70 6.52
H: 3.72 -3.18 5.89
H: 2.08 -6.28 6.79
H: 3.70 -5.70 6.43
H: 2.70 -4.78 7.44
H: 0.21 -4.54 6.82
H: -0.15 -3.62 5.32
H: -0.10 -5.37 5.50
H: 0.90 -6.32 3.90
C: -5.26 -3.07 3.01
C: -4.17 -2.03 3.18
C: -3.01 -2.33 2.19
C: -4.86 -0.67 2.94
C: -4.17 0.53 3.49
C: -4.04 0.31 4.99
C: -3.15 -0.89 5.42
C: -1.76 -0.52 5.11
C: -3.27 -0.96 6.98
N: -3.70 -2.09 4.67
O: -3.09 -3.33 5.03
H: -5.81 -3.16 2.07
H: -4.84 -4.07 3.16
H: -5.99 -3.01 3.82
H: -3.32 -2.37 1.15
H: -2.23 -1.59 2.31
H: -2.57 -3.32 2.35
H: -4.89 -0.48 1.86
H: -5.95 -0.76 3.01
H: -3.17 0.71 3.10
H: -4.68 1.49 3.40
H: -5.00 0.02 5.42
H: -3.74 1.28 5.41
H: -1.12 -1.36 5.37
H: -1.53 0.45 5.55
H: -1.50 -0.29 4.07
H: -2.93 -0.01 7.39
H: -2.69 -1.83 7.29
H: -4.31 -1.17 7.26
H: -3.57 -3.71 5.78
C: 0.00 -5.43 -1.73
C: 0.50 -4.17 -2.36
C: 2.02 -3.94 -1.80
C: 0.62 -4.25 -3.91
C: -0.67 -4.18 -4.69
C: -1.34 -2.88 -4.34
C: -1.60 -2.83 -2.81
C: -1.87 -1.31 -2.63
C: -2.89 -3.66 -2.40
N: -0.39 -3.02 -2.09
O: -0.46 -2.72 -0.78
H: 0.63 -6.32 -1.77
H: -0.14 -5.19 -0.68
H: -1.00 -5.80 -1.99
H: 2.69 -4.79 -1.95
H: 2.54 -3.08 -2.22
H: 2.07 -3.55 -0.78
H: 1.24 -3.42 -4.24
H: 1.23 -5.13 -4.07
H: -0.48 -4.43 -5.73
H: -1.38 -4.99 -4.52
H: -2.21 -2.59 -4.93
H: -0.61 -2.11 -4.61
H: -2.24 -1.02 -1.65
H: -2.60 -0.97 -3.37
H: -1.01 -0.66 -2.83
H: -2.95 -4.65 -2.85
H: -3.81 -3.09 -2.54
H: -2.82 -3.80 -1.32
H: -0.34 -1.77 -0.68
C: -8.28 0.13 -1.25
C: -6.73 0.24 -1.38
C: -6.02 -1.04 -0.88
C: -6.39 0.45 -2.88
C: -4.97 1.21 -3.05
C: -5.13 2.56 -2.29
C: -5.24 2.23 -0.79
C: -3.74 1.75 -0.25
C: -5.45 3.65 -0.12
N: -6.43 1.44 -0.54
O: -6.75 1.22 0.86
H: -8.79 0.96 -1.73
H: -8.43 -0.85 -1.71
H: -8.55 0.00 -0.21
H: -4.96 -0.81 -0.82
H: -6.37 -1.34 0.11
H: -6.33 -1.91 -1.46
H: -6.33 -0.49 -3.44
H: -7.24 1.00 -3.31
H: -4.13 0.60 -2.72
H: -4.79 1.55 -4.07
H: -5.91 3.22 -2.67
H: -4.21 3.11 -2.52
H: -3.80 1.62 0.83
H: -2.99 2.50 -0.52
H: -3.38 0.83 -0.70
H: -5.83 3.53 0.89
H: -6.24 4.22 -0.61
H: -4.58 4.30 -0.06
H: -5.94 0.81 1.17
N: 2.33 3.12 7.34
C: 2.11 3.05 6.08
N: 2.43 1.84 5.81
O: 1.48 3.74 5.31
H: 2.13 4.07 7.64
H: 2.37 2.30 7.93
H: 2.33 1.61 4.83
H: 2.98 1.29 6.46
N: 5.76 3.26 -2.85
C: 4.82 4.10 -2.84
N: 4.16 4.08 -3.97
O: 4.85 4.99 -2.01
H: 5.73 2.47 -3.47
H: 6.46 3.23 -2.12
H: 4.26 3.43 -4.73
H: 3.57 4.89 -4.13
N: -1.14 2.50 -3.19
C: -1.30 3.65 -2.56
N: -1.91 4.53 -3.34
O: -0.83 3.87 -1.45
H: -0.57 1.87 -2.64
H: -1.50 2.25 -4.09
H: -2.22 4.26 -4.27
H: -2.14 5.49 -3.12
N: 1.60 5.33 -1.56
C: 1.28 6.59 -1.59
N: 0.04 6.70 -1.27
O: 2.14 7.48 -1.64
H: 2.56 5.07 -1.71
H: 0.86 4.65 -1.42
H: -0.41 7.60 -1.35
H: -0.43 5.81 -1.26
N: -1.07 6.01 2.09
C: -2.03 6.81 2.51
N: -1.56 7.60 3.42
O: -3.18 6.94 1.97
H: -1.27 5.37 1.35
H: -0.12 6.12 2.44
H: -0.70 7.37 3.90
H: -2.05 8.45 3.68
O: 1.41 6.39 4.25
H: 2.12 6.82 4.72
H: 1.40 5.49 4.57

For the LUMO energy, the calculation gives -0.01 eV. The SMILES is CC1(C)CCCC(C)(C)N1O.CC1(C)CCCC(C)(C)N1O.CC1(C)CCCC(C)(C)N1O.CC1(C)CCCC(C)(C)N1O.CC1(C)CCCC(C)(C)N1O.CC1(C)CCCC(C)(C)N1O.NC(N)=O.NC(N)=O.NC(N)=O.NC(N)=O.NC(N)=O.O. The value obtained for the HOMO-LUMO gap is 7.86 eV. As for the net charge: 0.

Record 3
The following is a DFT calculation (ωB97M-V/def2-TZVPD) of a single C2HF4P molecule in a non-equilibrium geometry.

Atoms and positions in Å:
F: 1.54 -1.49 -0.02
C: 0.40 -0.90 -0.08
P: -1.05 -1.78 0.06
C: -2.30 -0.17 -0.01
F: -2.79 -0.04 1.20
F: -3.23 -0.31 -0.95
F: -1.70 0.97 -0.30
H: 0.64 0.21 -0.33

For the LUMO energy, the calculation gives -0.08 eV. The SMILES is F/C=P/C(F)(F)F. The value obtained for the HOMO-LUMO gap is 9.87 eV. As for the net charge: 0.

Record 4
The following is a DFT calculation (ωB97M-V/def2-TZVPD) of a gas-phase ion, C5H12N (charge +1) in a non-equilibrium geometry.

Atoms and positions in Å:
C: -1.15 1.25 -0.66
C: -1.03 0.22 0.15
N: -1.73 0.32 1.46
C: -0.20 -1.01 -0.10
C: 1.32 -0.84 0.01
C: 1.94 0.12 -0.98
H: -1.73 2.15 -0.46
H: -0.64 1.29 -1.61
H: -1.08 0.56 2.21
H: -2.46 1.03 1.41
H: -2.14 -0.57 1.75
H: -0.53 -1.84 0.54
H: -0.44 -1.33 -1.11
H: 1.75 -1.84 0.01
H: 1.57 -0.59 1.05
H: 2.97 -0.19 -1.18
H: 1.45 0.15 -1.95
H: 2.12 1.11 -0.56

For the LUMO energy, the calculation gives -3.75 eV. The SMILES is C=C([NH3+])CCC. The value obtained for the HOMO-LUMO gap is 11.05 eV. As for the net charge: +1.

Record 5
The following is a DFT calculation (ωB97M-V/def2-TZVPD) of 2 unconnected molecules or ions with the total composition C9H14 in a non-equilibrium geometry.

Atoms and positions in Å:
C: 2.25 -0.42 0.71
C: 0.99 -1.11 0.28
C: -0.23 -1.42 1.05
C: -1.18 -2.26 0.61
C: -1.16 -2.67 -0.73
C: -0.10 -2.33 -1.63
C: 0.99 -1.65 -1.02
H: 2.31 -0.33 1.81
H: 2.24 0.60 0.28
H: 3.12 -0.70 0.30
H: -0.32 -0.84 1.99
H: -2.01 -2.70 1.30
H: -2.00 -3.31 -0.93
H: -0.09 -2.74 -2.63
H: 1.78 -1.35 -1.75
C: -0.60 2.18 0.17
C: -1.05 3.63 -0.13
H: -1.09 1.51 -0.49
H: 0.42 1.93 0.04
H: -0.89 1.97 1.21
H: -1.00 3.99 -1.11
H: -2.05 3.77 0.32
H: -0.33 4.25 0.37

For the LUMO energy, the calculation gives 0.95 eV. The SMILES is Cc1ccccc1.CC. The value obtained for the HOMO-LUMO gap is 9.67 eV. As for the net charge: 0.

Record 6
The following is a DFT calculation (ωB97M-V/def2-TZVPD) of a single CH4O molecule in a non-equilibrium geometry.

Atoms and positions in Å:
C: 0.16 -0.30 0.12
O: -0.83 0.40 -0.61
H: 1.05 -0.82 -0.54
H: -0.27 -1.16 0.60
H: 0.63 0.36 0.77
H: -0.74 1.52 -0.35

For the LUMO energy, the calculation gives 0.78 eV. The SMILES is CO. The value obtained for the HOMO-LUMO gap is 10.94 eV. As for the net charge: 0.

Record 7
The following is a DFT calculation (ωB97M-V/def2-TZVPD) of a single C7H12 molecule.

Atoms and positions in Å:
C: 1.21 1.90 0.71
C: 0.09 1.40 -0.19
C: 0.48 0.19 -1.09
C: -0.39 -0.70 -0.21
C: -1.10 -1.96 -0.59
C: 0.02 -2.00 0.41
C: -0.96 0.51 0.53
H: 2.00 2.38 0.12
H: 1.66 1.07 1.27
H: 0.83 2.64 1.43
H: -0.35 2.23 -0.75
H: 0.12 0.27 -2.12
H: 1.55 -0.05 -1.12
H: -0.91 -2.38 -1.58
H: -2.11 -2.11 -0.24
H: 0.97 -2.43 0.11
H: -0.23 -2.17 1.46
H: -0.89 0.49 1.62
H: -2.00 0.73 0.24

For the LUMO energy, the calculation gives 1.14 eV. The SMILES is CC1CC2(CC2)C1. The value obtained for the HOMO-LUMO gap is 10.95 eV. As for the net charge: 0.

Record 8
The following is a DFT calculation (ωB97M-V/def2-TZVPD) of 3 unconnected molecules or ions with the total composition C22H44N5O7 in a non-equilibrium geometry.

Atoms and positions in Å:
C: -4.39 0.00 -0.30
C: -3.98 -1.00 -1.23
C: -3.73 -2.38 -2.08
C: -2.81 -3.37 -1.16
C: -1.19 -3.25 -1.40
N: -0.69 -1.85 -1.68
C: -0.48 -1.43 -3.12
N: -0.66 -2.09 -4.31
N: 0.06 -0.01 -3.19
C: 0.14 0.29 -1.70
N: -0.32 -0.82 -0.79
C: -0.37 -0.96 0.72
C: 0.11 0.35 1.56
C: -0.72 1.73 1.25
N: -2.22 1.91 1.24
O: 0.04 2.82 0.94
H: -4.61 0.70 0.64
H: -4.77 -2.94 -2.24
H: -3.31 -2.16 -3.15
H: -3.14 -3.27 -0.02
H: -3.11 -4.48 -1.46
H: -0.67 -3.74 -0.44
H: -0.92 -3.97 -2.30
H: -1.18 -1.55 -5.07
H: -0.27 -3.03 -4.57
H: 0.54 1.33 -1.35
H: -1.43 -1.36 1.11
H: 0.39 -1.84 1.00
H: -0.06 0.11 2.72
H: 1.28 0.53 1.45
H: -2.72 1.14 1.73
H: -2.50 2.01 0.24
C: -1.61 5.02 2.47
O: -2.03 6.37 2.55
C: -1.83 6.98 3.83
C: -0.81 8.13 3.84
O: 0.52 7.90 3.40
C: 0.71 7.43 2.07
C: 0.18 8.26 0.89
O: -1.22 8.49 0.90
C: -1.61 9.84 1.08
H: -2.48 4.37 2.37
H: -1.01 4.89 1.57
H: -1.00 4.70 3.33
H: -1.58 6.25 4.59
H: -2.82 7.41 4.11
H: -0.72 8.45 4.89
H: -1.20 9.02 3.35
H: 0.38 6.40 2.01
H: 1.80 7.37 1.94
H: 0.38 7.68 -0.02
H: 0.74 9.19 0.78
H: -0.78 10.49 1.38
H: -2.40 9.89 1.85
H: -2.04 10.21 0.16
C: 2.22 -3.61 -0.88
O: 1.82 -4.93 -1.25
C: 2.13 -5.30 -2.59
C: 3.17 -6.43 -2.73
O: 4.46 -6.28 -2.15
C: 4.53 -6.06 -0.74
C: 3.92 -7.09 0.22
O: 2.53 -7.31 0.05
C: 2.17 -8.61 -0.41
H: 1.34 -2.99 -0.74
H: 2.74 -3.66 0.07
H: 2.89 -3.14 -1.62
H: 2.44 -4.44 -3.18
H: 1.18 -5.67 -3.03
H: 3.35 -6.55 -3.81
H: 2.76 -7.39 -2.44
H: 4.19 -5.06 -0.52
H: 5.61 -6.03 -0.51
H: 4.04 -6.69 1.24
H: 4.49 -8.03 0.20
H: 3.03 -9.20 -0.74
H: 1.45 -8.52 -1.23
H: 1.67 -9.14 0.40

For the LUMO energy, the calculation gives -3.87 eV. The value obtained for the HOMO-LUMO gap is 6.34 eV. As for the net charge: +1.